[1]
{"formula": "C34H28BClI3MoN3O5", "method": "wB97M-V/def2-TZVPD", "charge": -2, "de_lowest_kj_mol": 90.4, "homo_ha": [-0.045, -0.044], "orbital_gap_ev": [4.7, 4.7], "symbols": ["Mo", "O", "C", "C", "C", "C", "C", "C", "C", "N", "N", "C", "O", "C", "C", "C", "C", "C", "C", "H", "H", "H", "H", "H", "H", "H", "H", "H", "H", "I", "C", "C", "C", "I", "C", "C", "C", "C", "N", "C", "C", "O", "H", "H", "H", "H", "I", "C", "H", "H", "C", "C", "C", "C", "C", "C", "C", "C", "O", "B", "O", "C", "C", "H", "H", "H", "H", "H", "H", "H", "H", "H", "H", "H", "H", "Cl"], "coordinates": [[0.5480, -1.5806, 0.8643], [-0.6727, -3.2287, 2.1468], [-0.4201, -3.2475, 3.4022], [-0.4080, -4.4739, 4.1212], [-0.0591, -4.5404, 5.4525], [0.2556, -3.3840, 6.1716], [0.1749, -2.1629, 5.5317], [-0.1614, -2.0613, 4.1783], [-0.4887, -0.7910, 3.5989], [-0.6569, -0.6502, 2.3263], [-1.4749, 0.3779, 1.9355], [-1.8101, 0.1726, 0.6968], [-1.3245, -0.8031, 0.0011], [-2.7747, 1.0826, 0.0510], [-3.1431, 2.2849, 0.6550], [-3.9927, 3.1615, 0.0033], [-4.5031, 2.8439, -1.2500], [-4.1582, 1.6368, -1.8432], [-3.2917, 0.7660, -1.2031], [-0.6481, -5.3737, 3.5661], [-0.0211, -5.5050, 5.9487], [0.5439, -3.4410, 7.2145], [0.3723, -1.2463, 6.0800], [-0.8019, 0.0306, 4.2430], [-2.7353, 2.5071, 1.6320], [-4.2586, 4.1035, 0.4693], [-5.1578, 3.5385, -1.7636], [-4.5625, 1.3808, -2.8151], [-2.9924, -0.1655, -1.6666], [3.0823, 2.7470, 2.6878], [3.4483, 0.7268, 3.1135], [4.4297, 0.3468, 4.0224], [4.6124, -0.9850, 4.3076], [6.1411, -1.4900, 5.6844], [3.8359, -2.0014, 3.7074], [3.9428, -3.3845, 3.9366], [3.1281, -4.2330, 3.2295], [2.1953, -3.7270, 2.3286], [2.0234, -2.4329, 2.1196], [2.8537, -1.5823, 2.7788], [2.6292, -0.2040, 2.4636], [1.6975, 0.1021, 1.6506], [5.0447, 1.0936, 4.5044], [4.6604, -3.7679, 4.6489], [3.2027, -5.3039, 3.3608], [1.5556, -4.3883, 1.7632], [1.0031, -4.8989, -1.0015], [-0.1104, -3.0744, -0.5910], [-1.0834, -3.4665, -0.2940], [-0.2194, -2.6604, -1.5917], [-0.4319, 4.3833, -6.0864], [-0.8867, 2.9761, -5.6836], [-2.4200, 2.9749, -5.5621], [-0.4771, 2.0130, -6.8050], [-0.3118, 2.5441, -4.3315], [0.0636, 3.4835, -3.3749], [0.4617, 3.1267, -2.0834], [0.4681, 1.7896, -1.7668], [0.7729, 1.1743, -0.6026], [0.5901, -0.2163, -0.8033], [0.2413, -0.4001, -2.1780], [0.1344, 0.8290, -2.7254], [-0.2666, 1.1821, -3.9947], [-0.7907, 4.6149, -7.0926], [0.6576, 4.4558, -6.0809], [-0.8328, 5.1407, -5.4123], [-2.8886, 3.2951, -6.4995], [-2.7343, 3.6451, -4.7603], [-2.7754, 1.9741, -5.3132], [-0.8325, 2.3875, -7.7687], [-0.9050, 1.0217, -6.6568], [0.6093, 1.9142, -6.8491], [0.0581, 4.5378, -3.6188], [0.7493, 3.8730, -1.3539], [-0.5379, 0.4040, -4.6965], [2.8350, -1.7717, -0.4778]], "forces_ev_per_a": [[-0.535, -0.573, -0.962], [0.338, 0.153, -0.110], [-0.313, 0.173, -0.105], [-0.033, -0.203, 0.176], [-0.019, 0.061, -0.166], [0.074, 0.068, 0.211], [-0.009, 0.006, -0.127], [0.253, -0.315, 0.201], [-0.425, 0.110, -0.412], [0.215, -0.002, 1.002], [-0.396, 0.679, -0.126], [0.457, -0.477, 0.339], [-0.363, 0.137, -0.149], [-0.222, 0.292, -0.201], [0.075, -0.131, 0.018], [-0.069, 0.075, 0.000], [0.023, -0.047, 0.003], [-0.094, 0.125, -0.045], [0.114, -0.095, 0.054], [0.012, 0.030, -0.042], [-0.003, -0.013, -0.021], [-0.013, 0.000, -0.016], [-0.001, -0.007, 0.011], [-0.095, -0.024, 0.021], [0.011, 0.046, -0.018], [0.014, -0.009, 0.010], [-0.015, -0.018, 0.007], [0.042, -0.007, -0.029], [0.047, 0.010, 0.025], [0.107, -0.191, 0.076], [-0.314, 0.265, -0.225], [0.062, -0.338, 0.089], [0.447, 0.102, 0.396], [-0.179, 0.068, -0.143], [-0.244, 0.230, -0.272], [-0.239, -0.286, -0.250], [0.513, 0.069, 0.415], [-0.452, 0.242, -0.361], [1.084, -0.896, 0.919], [0.184, -0.114, 0.181], [-0.105, 0.402, -0.116], [0.336, -0.033, -0.026], [-0.015, 0.032, -0.016], [0.033, 0.015, 0.006], [-0.055, -0.006, -0.001], [-0.058, 0.015, -0.004], [0.014, -0.294, -0.027], [0.170, 0.284, -0.270], [0.034, 0.067, 0.209], [0.077, -0.088, -0.025], [0.005, -0.063, 0.057], [-0.068, 0.010, -0.001], [0.067, 0.006, -0.052], [0.023, 0.023, 0.076], [0.006, 0.111, 0.031], [0.025, 0.087, -0.119], [0.023, -0.123, 0.155], [0.030, -0.090, -0.189], [0.005, 0.407, -0.092], [-0.048, -0.035, 0.045], [0.050, -0.146, -0.169], [-0.026, 0.136, 0.149], [0.044, -0.162, 0.042], [-0.009, -0.009, -0.002], [-0.007, 0.030, -0.007], [0.028, 0.025, -0.001], [-0.003, -0.016, 0.015], [-0.021, 0.014, -0.010], [-0.039, -0.016, -0.006], [-0.016, -0.004, -0.004], [0.037, -0.012, -0.027], [-0.007, -0.020, -0.021], [-0.046, -0.012, -0.016], [-0.023, -0.007, 0.007], [-0.017, 0.011, 0.014], [-0.482, 0.268, 0.020]]}



[2]
{"formula": "C4H8O2", "method": "wB97M-V/def2-TZVPD", "de_lowest_kj_mol": 378.7, "homo_ha": -0.375, "orbital_gap_ev": 11.3, "smiles": "COC[C@H]1CO1", "symbols": ["C", "O", "C", "C", "C", "O", "H", "H", "H", "H", "H", "H", "H", "H"], "coordinates": [[-2.2858, 0.1848, 0.2208], [-1.1607, -0.6113, 0.1470], [-0.0665, 0.2295, 0.1191], [1.1540, -0.6186, -0.2326], [2.5047, -0.0885, -0.0844], [2.0295, -1.0818, 0.8046], [-3.1435, -0.5011, 0.0617], [-2.3754, 0.6856, 1.1992], [-1.9597, 1.1240, -0.5438], [0.0725, 0.7515, 1.0822], [-0.5467, 1.1636, -0.6195], [0.9716, -1.3848, -0.9885], [2.6089, 0.8999, 0.3626], [3.2822, -0.3795, -0.7901]], "forces_ev_per_a": [[-0.003, 1.308, -0.799], [0.051, -0.337, 0.239], [-0.127, 1.233, -0.819], [-0.295, 0.584, -0.502], [0.134, 0.315, -0.235], [-0.449, 0.178, 0.111], [0.215, 1.048, -0.365], [-0.073, -0.148, -0.114], [-2.261, -2.096, 1.284], [0.167, -0.178, -0.111], [2.665, -2.047, 1.095], [-0.053, 0.272, 0.087], [0.103, -0.103, -0.088], [-0.075, -0.028, 0.215]]}



[3]
{"formula": "C10H30BrN6O4", "method": "wB97M-V/def2-TZVPD", "charge": -1, "de_lowest_kj_mol": 123.8, "homo_ha": -0.196, "orbital_gap_ev": 8.1, "symbols": ["Br", "C", "C", "C", "O", "C", "N", "H", "H", "H", "H", "H", "H", "H", "H", "H", "H", "H", "C", "C", "C", "O", "C", "N", "H", "H", "H", "H", "H", "H", "H", "H", "H", "H", "H", "C", "O", "N", "N", "H", "H", "H", "H", "C", "O", "N", "N", "H", "H", "H", "H"], "coordinates": [[1.1268, 1.7552, -1.0266], [-3.0762, 1.7143, 0.8765], [-3.1043, 0.4823, -0.0068], [-3.2726, 0.8593, -1.4635], [-3.7758, -0.2112, -2.2181], [-4.1759, 0.1531, -3.5301], [-1.7773, -0.1173, 0.1742], [-3.8185, 2.5089, 0.7437], [-2.1955, 2.3259, 0.6592], [-3.0632, 1.4401, 1.9295], [-3.8589, -0.2064, 0.3751], [-2.3060, 1.1273, -1.9075], [-3.9227, 1.7289, -1.6319], [-3.2723, 0.2797, -4.1324], [-4.7039, 1.1092, -3.6089], [-4.8686, -0.6161, -3.8658], [-1.0837, 0.5565, -0.1408], [-1.6856, -0.8978, -0.4682], [1.5705, -3.3665, 0.3703], [1.6927, -2.3256, 1.5198], [3.1185, -2.1156, 2.0693], [3.5609, -3.2281, 2.8409], [4.9521, -3.2913, 3.0222], [1.0709, -1.0513, 1.1758], [1.7597, -4.4018, 0.6506], [2.3953, -3.1274, -0.3114], [0.6713, -3.2612, -0.2340], [1.0855, -2.7410, 2.3296], [3.2351, -1.1772, 2.6191], [3.8111, -1.9951, 1.2253], [5.3766, -2.4492, 3.5852], [5.3924, -3.0433, 2.0472], [5.3329, -4.2149, 3.4481], [1.2548, -0.7510, 0.2206], [1.6868, -0.3655, 1.6070], [0.1564, 2.6609, 3.3072], [-0.5241, 1.6255, 3.3605], [0.4079, 3.2201, 2.1233], [0.8920, 3.1580, 4.3043], [0.2939, 2.7057, 1.2576], [1.0862, 3.9624, 2.1383], [0.7743, 2.6811, 5.1842], [1.3943, 4.0255, 4.3169], [-0.1535, 0.5794, -4.9001], [-0.5843, 0.4986, -6.0553], [0.1932, -0.4811, -4.1431], [-0.0088, 1.7135, -4.1981], [0.4389, -0.2867, -3.1843], [0.2835, -1.4109, -4.5079], [-0.0625, 2.5718, -4.7183], [0.2797, 1.6900, -3.2282]], "forces_ev_per_a": [[0.016, -0.038, 0.011], [0.039, 1.269, 0.256], [1.128, 0.697, 0.009], [-0.402, 0.549, -0.814], [-1.066, -0.462, -0.184], [0.580, 0.008, 0.428], [-0.434, -0.675, 0.077], [-0.779, -0.650, -0.225], [0.483, -0.477, 0.163], [0.243, 0.001, -0.032], [-0.173, -0.080, -0.449], [0.217, 0.253, 0.358], [-0.222, 0.067, 0.302], [-0.146, -0.344, -0.461], [-0.122, 0.130, 0.515], [0.343, -0.141, -0.326], [0.164, -0.010, 0.235], [0.027, -0.169, 0.087], [1.539, 0.964, -0.246], [-0.805, -0.983, 0.332], [0.480, -0.641, -0.740], [-0.377, -0.449, 0.586], [0.389, 1.702, -1.114], [1.288, 0.496, -0.182], [-0.324, 0.051, 0.356], [-0.012, -0.033, -0.273], [-0.271, -0.015, 0.442], [0.161, 0.063, 0.322], [-0.424, -0.029, 0.402], [0.006, -0.067, -0.283], [-0.451, -0.007, 0.708], [0.391, -0.834, -0.218], [-0.498, -0.203, -0.154], [-0.305, -0.523, -0.471], [-0.670, 0.473, 0.541], [-0.730, -3.247, -2.107], [0.358, 1.281, 1.171], [0.178, 1.738, -1.008], [0.394, 0.157, 2.815], [-0.072, -0.081, 0.046], [0.045, -0.099, -0.558], [-0.015, 0.236, -0.036], [-0.124, -0.012, -0.304], [-0.570, -0.314, -0.845], [0.484, 0.125, 0.359], [0.240, -1.032, 0.712], [-0.314, 1.118, -0.514], [0.228, -0.358, 0.008], [-0.240, 0.176, -0.094], [-0.127, -0.007, 0.289], [0.252, 0.425, 0.108]]}



Number 1: total energy -89782.3795 eV. Number 2: total energy -8369.3573 eV. Number 3: total energy -98032.9398 eV.